(1)
Here is a molecular structure, C22H40BeBr4F6NO20S2 at a distorted geometry from the OMol25 dataset. Energies are from ωB97M-V/def2-TZVPD.

Each line ends with the Löwdin charge.
Cartesian coordinates (Å):
C (1.101, 1.740, -7.294)  -0.01
O (4.972, -2.215, 2.401)  -0.02
N (2.626, 0.389, 1.379)  -0.29
C (0.538, -2.136, 6.199)  -0.68
H (5.725, -2.713, 2.718)  0.08
H (4.318, -2.302, 3.094)  0.06
O (-0.540, 1.400, -4.204)  0.02
H (-3.381, -1.045, -0.346)  0.13
H (6.435, 0.613, 2.462)  0.07
C (2.995, 1.764, 3.808)  -0.58
O (-2.923, -0.635, -3.512)  0.10
H (0.280, -5.281, -2.676)  0.10
H (2.085, 1.879, -7.742)  0.08
F (4.283, 1.941, 3.700)  0.16
H (0.077, 2.745, 4.749)  0.06
H (3.078, -3.832, -0.707)  0.07
C (-0.839, 3.594, -2.054)  -0.13
H (-3.484, 4.646, -0.063)  0.08
C (1.076, 1.884, -5.770)  -0.35
H (-0.662, 3.300, -5.323)  0.15
H (-1.108, 3.992, 0.101)  0.14
O (0.368, 6.868, -2.216)  0.14
H (-1.565, -1.380, -2.123)  0.10
H (-3.427, 3.412, -1.323)  0.08
Br (1.497, -3.840, 5.772)  0.59
S (1.353, -0.751, 1.832)  0.79
H (3.298, 2.731, -0.261)  -0.05
C (0.470, 0.388, -4.289)  -0.43
C (-3.834, 0.238, -3.228)  -0.54
H (0.737, -4.099, -1.419)  0.05
C (-0.991, 2.950, 4.674)  -0.65
O (-1.632, -4.451, 0.014)  0.08
H (-0.325, 2.721, -1.652)  0.12
H (3.323, 3.329, -1.651)  0.05
H (1.064, -1.675, 7.036)  0.06
O (1.335, 0.632, -5.294)  0.09
C (-0.965, -2.353, 6.346)  -0.56
C (-1.098, -4.340, 1.278)  -0.52
H (-1.289, 2.012, 2.684)  0.05
O (-1.511, -3.620, 2.156)  0.14
H (-1.287, 3.949, 4.352)  0.07
H (-0.680, -3.784, -2.103)  0.07
F (-0.297, 0.436, -0.104)  0.16
F (0.590, -1.521, -0.674)  0.11
F (-1.037, -1.337, 0.675)  0.15
H (0.833, 0.734, -7.617)  0.10
H (-1.683, 0.941, 4.124)  0.01
H (-3.315, 5.135, -1.708)  0.11
C (-0.361, 2.252, -5.325)  -0.10
Br (-1.675, -0.519, 6.766)  0.62
C (-1.670, 1.946, 3.703)  -0.60
H (-5.790, -1.498, -0.831)  0.09
C (-3.006, 4.365, -1.001)  -0.01
O (3.048, 2.830, 1.430)  -0.29
C (-4.902, -1.971, -1.248)  -0.01
H (6.455, 1.421, 1.182)  0.08
Be (4.460, -0.909, 0.265)  1.26
O (-4.233, 0.137, -1.940)  0.08
H (0.456, 2.494, -7.744)  0.09
O (0.623, -0.551, -3.512)  0.10
H (-5.146, -2.268, -2.268)  0.09
Br (-1.779, 2.836, 6.381)  0.95
H (-4.782, -2.892, -0.677)  0.08
C (-1.483, 4.328, -0.866)  -0.28
H (-1.197, -2.952, 7.227)  0.06
H (-2.833, -2.399, -2.837)  0.14
F (2.767, 0.500, 4.395)  0.05
O (2.029, -2.110, 1.859)  -0.35
H (0.671, -1.431, 5.379)  0.01
O (3.457, -3.212, -0.083)  -0.02
H (3.169, -3.528, 0.774)  0.03
C (-0.888, -5.397, -0.747)  -0.30
H (-1.535, 3.222, -2.805)  0.12
O (3.179, 2.507, -1.184)  -0.07
Br (-3.579, 2.428, 3.696)  0.90
H (-0.634, -6.864, 0.711)  0.14
O (5.935, 0.777, 1.662)  -0.02
O (-0.045, -5.179, 1.374)  0.05
H (-1.503, -2.693, 5.462)  0.06
O (-4.381, 1.101, -3.954)  0.10
H (-0.972, 1.916, -6.163)  0.13
C (-0.087, -4.664, -1.855)  0.00
H (-1.459, -6.191, -1.229)  0.16
C (0.108, -0.751, 0.339)  -0.59
O (-0.102, 4.635, -2.582)  0.06
C (-0.018, -6.066, 0.297)  -0.11
O (0.876, 2.112, 2.187)  -0.27
C (-2.617, -1.422, -2.403)  -0.08
O (0.480, -0.516, 3.013)  -0.28
C (-0.244, 5.836, -1.948)  -0.53
H (1.771, 2.589, -5.315)  0.16
S (2.227, 1.739, 1.987)  0.56
H (0.981, -6.393, 0.008)  0.14
F (2.515, 2.659, 4.648)  0.17
O (-1.173, 5.701, -1.042)  0.09
C (-3.696, -1.006, -1.389)  -0.33

Properties
expectation value of S² = 0.756
HOMO level (spin up / spin down) = -13.83 / -13.83 eV
charge = +2
M = 1145.30 g mol⁻¹
2S+1 = 2



(2)
Here is 3 unconnected molecules or ions with the total composition C22H40ClF3N3O6P2 at a distorted geometry from the OMol25 dataset. Energies are from ωB97M-V/def2-TZVPD.

Each line ends with the Löwdin charge.
Cartesian coordinates (Å):
O (-6.349, -5.304, -1.618)  -0.36
H (3.224, 4.105, -3.349)  0.11
H (2.891, -2.271, 1.119)  0.12
C (-6.414, 0.197, 0.273)  0.06
C (-7.164, -1.610, -1.464)  0.10
C (-1.305, -2.317, -1.632)  -0.14
H (4.380, 0.416, 4.980)  0.07
C (3.348, 5.924, -2.238)  -0.09
H (3.834, 1.118, -0.574)  0.07
H (0.613, -1.056, 2.790)  0.06
H (-8.029, -1.989, -2.183)  0.16
C (2.751, 4.539, -2.457)  -0.26
H (1.887, 2.868, 0.335)  0.09
H (-0.182, -1.915, -1.606)  0.16
H (-1.550, -0.088, 1.895)  0.06
H (4.260, -2.835, 2.959)  0.12
N (3.407, -0.936, 2.659)  -0.18
C (-2.158, -2.299, -4.218)  -0.06
H (3.386, 6.464, -3.189)  0.07
C (-4.944, -0.549, 0.557)  -0.26
H (2.301, -3.120, 4.371)  0.05
H (2.125, 0.186, 3.935)  0.10
H (4.765, 2.946, -2.010)  0.12
H (1.694, 4.652, -2.732)  0.11
Cl (-3.733, -1.089, 3.523)  0.17
H (2.335, -0.639, 0.897)  0.10
H (2.617, -1.606, 5.247)  0.07
H (3.698, -2.983, 5.430)  0.08
C (-3.202, -1.913, -5.206)  -0.02
H (-6.670, 1.173, 0.868)  0.14
H (-1.420, -0.478, -2.997)  0.15
H (-3.142, -1.093, -2.539)  0.11
H (2.239, 5.891, 0.401)  0.06
H (4.812, 4.026, -0.624)  0.10
F (-4.489, -1.251, -4.795)  -0.04
H (2.739, 6.524, -1.558)  0.06
P (-5.634, -4.077, -2.381)  0.74
O (-3.230, -4.014, 0.180)  0.05
O (-4.013, -4.571, -2.783)  -0.22
H (4.371, 5.882, -1.849)  0.07
C (4.255, 3.194, -1.070)  -0.27
N (2.871, 3.567, -1.368)  -0.19
H (-1.212, -3.476, -1.856)  0.15
H (4.897, -1.583, 3.969)  0.11
C (4.109, 0.996, 4.093)  -0.09
H (5.006, 1.143, 3.483)  0.08
C (-3.184, -2.686, -0.110)  -0.22
C (1.063, -1.817, 2.144)  -0.09
H (4.018, 2.172, 0.846)  0.05
C (3.083, -2.435, 4.705)  -0.09
H (3.488, 4.807, 1.052)  0.07
H (-6.171, -4.776, -4.420)  0.11
H (0.396, -1.946, 1.285)  0.05
C (3.000, 0.322, 3.289)  -0.27
F (-2.953, -2.140, -6.653)  0.00
H (3.773, 1.981, 4.436)  0.08
H (-3.997, -5.579, -2.633)  0.13
C (-2.065, -1.465, -2.811)  -0.08
F (-1.198, -3.408, -4.527)  -0.03
C (2.431, 4.885, 0.779)  -0.09
C (-4.617, -1.912, -0.293)  0.03
P (-3.820, 0.287, 1.854)  0.65
H (5.437, 1.681, -0.081)  0.08
C (2.001, 3.813, -0.215)  -0.25
O (-6.493, -3.940, -3.929)  -0.22
C (3.956, -1.962, 3.549)  -0.25
H (2.702, 1.030, 2.506)  0.10
N (-7.450, -0.333, -0.693)  0.04
H (0.987, 4.042, -0.562)  0.11
H (1.076, -2.769, 2.679)  0.06
H (-8.352, 0.195, -0.774)  0.17
O (-1.842, -2.106, -0.275)  -0.12
C (2.453, -1.422, 1.660)  -0.25
C (4.384, 1.971, -0.165)  -0.09
C (-5.758, -2.487, -1.329)  -0.07
O (-2.175, 0.469, 1.311)  -0.38
H (1.854, 4.778, 1.707)  0.07

Properties
HOMO level = -9.59 eV
charge = +1
M = 596.97 g mol⁻¹



(3)
Here is a molecular structure, C22H40InN4O11S2 at a distorted geometry from the OMol25 dataset. Energies are from ωB97M-V/def2-TZVPD.

Each line ends with the Löwdin charge.
Cartesian coordinates (Å):
S (1.741, -3.039, -1.580)  0.54
H (-1.756, -0.190, -0.216)  0.07
H (-2.817, 3.308, -1.931)  0.11
H (2.008, 1.706, 4.663)  0.14
H (-0.397, 3.514, 4.085)  0.11
O (2.229, -4.345, -1.748)  -0.24
H (-2.990, -0.051, 1.001)  0.13
H (-2.245, -0.834, 4.566)  0.08
H (3.360, -3.603, -3.841)  0.12
H (1.340, 2.262, -0.638)  0.11
C (1.677, -0.114, -4.464)  -0.02
H (2.998, -0.050, -6.148)  0.11
H (3.210, 3.511, 0.825)  0.09
H (-0.332, -6.102, 0.968)  0.14
H (3.318, -1.344, 2.616)  0.08
C (1.341, -0.851, -3.333)  -0.17
H (-3.550, 0.096, -2.947)  0.09
H (-0.926, 3.064, -1.956)  0.11
N (1.131, 0.039, 1.979)  0.03
In (0.569, -1.644, 0.517)  0.90
C (1.512, 1.247, 3.798)  0.03
C (1.817, 0.093, 3.108)  -0.33
O (-0.108, 1.161, -2.998)  -0.27
O (-3.257, 1.407, -1.453)  -0.21
C (2.837, 4.395, 0.262)  -0.10
O (0.790, -3.273, 1.837)  -0.05
C (1.976, -2.102, -3.018)  -0.23
C (-3.712, 1.165, -2.776)  -0.08
O (0.323, -2.989, -1.161)  -0.31
H (3.507, -0.610, 4.159)  0.09
H (0.845, 4.066, 2.912)  0.10
H (-0.693, 3.413, 2.345)  0.07
H (-3.774, -0.900, -1.113)  0.05
C (1.017, 3.254, -0.978)  -0.14
H (-1.707, 0.097, 3.182)  0.06
C (0.880, -4.466, 1.456)  -0.56
C (3.199, -1.878, -5.077)  -0.06
O (0.477, -0.031, -0.965)  -0.37
N (0.379, 1.151, 1.949)  0.09
C (0.082, 3.292, 3.100)  0.01
H (4.001, -2.283, -5.713)  0.12
C (2.762, -0.995, 3.474)  -0.01
H (-0.255, 1.375, 1.185)  0.13
O (-1.165, -0.965, -2.466)  -0.26
N (-0.298, -5.235, 1.520)  0.21
O (-1.052, 2.620, 0.011)  -0.19
H (-1.410, -2.854, 2.835)  0.11
H (-1.107, -4.681, 1.590)  0.08
C (-1.629, -0.848, 3.682)  -0.02
C (-3.410, -1.615, -0.399)  -0.03
H (-0.608, -1.026, 4.006)  0.07
H (1.223, 0.843, -4.640)  0.11
O (1.448, 4.274, -0.029)  -0.21
H (3.401, 4.498, -0.627)  0.07
O (-1.490, -1.444, 1.308)  -0.26
H (2.947, 5.278, 0.873)  0.08
H (-3.007, -2.163, 2.509)  0.11
H (2.172, -5.990, 0.924)  0.15
C (-1.986, -1.923, 2.611)  -0.15
H (-0.714, 4.441, -0.762)  0.14
H (-4.250, -1.963, 0.228)  0.09
C (-0.509, 3.393, -0.990)  -0.21
H (-3.176, 1.754, -3.460)  0.07
O (2.438, -2.239, -0.506)  -0.33
H (-4.227, 3.240, -0.926)  0.13
H (2.897, -4.496, 1.077)  0.12
H (-4.756, 1.489, -2.877)  0.10
H (-2.874, 2.213, 0.903)  0.12
H (1.361, 3.431, -2.034)  0.14
C (-2.450, 2.890, 0.171)  -0.15
C (2.683, -0.630, -5.296)  -0.04
C (2.904, -2.625, -3.930)  -0.03
S (-0.027, -0.112, -2.394)  0.51
C (0.650, 1.953, 3.013)  -0.27
N (2.053, -5.010, 1.171)  0.24
C (-3.259, 2.794, -1.101)  -0.18
H (-3.020, -2.496, -0.960)  0.10
H (2.364, -1.841, 4.023)  0.08
H (-2.511, 3.905, 0.612)  0.14
C (-2.414, -0.784, 0.398)  -0.22

Properties
HOMO level = -11.72 eV
charge = +1
M = 715.53 g mol⁻¹